ORCA calculation (ωB97M-V/def2-TZVPD) on C9H36N19NiO12 as an isolated structure in a non-equilibrium geometry.

ORCA input file:
```
! RIJCOSX wB97M-V def2-TZVPD def2/J DEFGRID3
* xyz 0 4
Ni 11.334 24.697 -14.364
N 13.717 22.399 -15.343
O 13.144 23.191 -14.606
O 13.173 21.368 -15.699
O 14.910 22.520 -15.647
C 14.845 21.056 -11.962
O 14.440 20.216 -12.689
N 15.573 22.054 -12.350
N 14.563 21.234 -10.744
H 16.182 22.350 -11.600
H 15.646 22.392 -13.299
H 14.175 20.401 -10.327
H 14.883 21.898 -10.053
C 12.278 24.939 -11.153
O 12.082 24.837 -12.401
N 13.439 24.675 -10.600
N 11.383 25.063 -10.314
H 13.560 25.038 -9.665
H 14.072 24.279 -11.281
H 11.568 24.931 -9.329
H 10.443 25.388 -10.485
C 11.256 18.178 -16.894
O 10.187 17.828 -17.202
N 12.321 18.029 -17.689
N 11.448 18.763 -15.774
H 12.201 17.566 -18.579
H 13.240 18.219 -17.315
H 12.371 19.170 -15.734
H 10.700 19.255 -15.306
C 15.937 18.761 -15.353
O 16.533 17.803 -15.649
N 14.648 18.816 -15.381
N 16.473 19.923 -14.978
H 14.314 19.730 -15.110
H 14.198 17.923 -15.239
H 15.676 20.474 -14.694
H 17.414 20.234 -15.174
C 18.413 22.438 -13.863
O 18.788 21.567 -14.587
N 17.670 23.449 -14.315
N 18.747 22.462 -12.596
H 17.575 24.286 -13.757
H 17.462 23.550 -15.298
H 19.338 21.791 -12.127
H 18.392 23.215 -12.023
C 13.646 26.599 -15.448
O 12.605 26.306 -14.931
N 14.662 25.777 -15.476
N 13.888 27.650 -16.082
H 15.476 26.071 -15.997
H 14.445 24.817 -15.248
H 13.127 28.315 -16.064
H 14.652 27.692 -16.741
C 10.269 23.335 -16.851
O 10.945 24.116 -16.255
N 9.018 23.607 -17.248
N 10.670 22.148 -17.176
H 8.470 22.807 -17.530
H 8.438 24.430 -17.172
H 11.598 21.911 -16.856
H 10.017 21.592 -17.708
C 10.307 21.734 -13.439
O 10.543 22.884 -13.635
N 9.261 21.093 -13.920
N 10.741 21.114 -12.420
H 9.255 20.087 -13.832
H 8.732 21.650 -14.575
H 10.579 20.120 -12.340
H 11.256 21.652 -11.739
C 15.625 21.308 -18.862
O 15.675 21.141 -20.071
N 16.465 21.991 -18.177
N 14.688 20.755 -18.096
H 17.313 22.272 -18.648
H 16.325 22.134 -17.187
H 14.628 21.025 -17.125
H 13.956 20.134 -18.409
*
```

Results
**LUMO energy (spin up / spin down)**: -0.364 / -0.476 eV
**Kohn-Sham gap (spin up / spin down)**: 0.1047 / 0.3012 Eh
**Highest occupied orbital energy (spin up / spin down)**: -3.214 / -8.671 eV
**⟨S²⟩**: 3.753
**Energy above the lowest of the compared OMol25 structures with the same formula, charge and spin**: 38.7 kJ/mol